Record 1
{"formula": "CH4BrP", "method": "ωB97M-V/def2-TZVPD", "e_lumo_ev": 0.0, "fmax_ev_per_a": 2.295, "relative_energy_ev": 3.324, "gap_ev": 7.332, "molar_mass_da": 126.9, "e_tot_ev": -80429.962, "species": ["C", "P", "Br", "H", "H", "H", "H"], "xyz": [[0.974718, 0.597268, 0.176021], [-2.455948, -0.716335, 0.017480], [-0.746523, 0.400766, -0.953415], [1.688504, 1.165493, -0.423398], [1.269625, -0.468501, -0.021892], [0.864556, 1.005901, 1.176723], [-1.594930, -1.984589, 0.028479]], "atomic_forces_ev_per_a": [[0.265, -1.531, -1.689], [1.185, -1.459, 0.350], [0.615, 0.709, 0.230], [-0.440, 0.365, -0.023], [-0.066, 1.034, 1.365], [-0.416, -0.472, -0.098], [-1.142, 1.354, -0.134]]}

Record 2
{"formula": "CH4BrP", "method": "ωB97M-V/def2-TZVPD", "e_lumo_ev": [0.7, -3.8], "fmax_ev_per_a": 3.448, "relative_energy_ev": 1.996, "gap_ev": [7.469, 5.647], "s_squared": 2.008, "spin_multiplicity": 3, "molar_mass_da": 126.9, "e_tot_ev": -80427.584, "species": ["C", "P", "Br", "H", "H", "H", "H"], "xyz": [[0.560983, 1.464355, 0.649223], [0.430458, 0.543261, -0.752590], [-1.039647, -3.181323, -0.713840], [1.393735, 2.115360, 0.701505], [-0.121130, 1.347604, 1.489066], [-0.805319, -0.365675, -0.488576], [-0.419080, -1.923583, -0.884788]], "atomic_forces_ev_per_a": [[0.615, 0.547, 0.153], [-2.848, -1.742, 0.863], [-0.213, -0.453, 0.009], [0.530, 0.659, 0.444], [-0.015, -0.211, -0.363], [1.654, 1.224, -1.079], [0.277, -0.022, -0.027]]}

Record 3
{"formula": "CH4Cl2O2SSi", "method": "ωB97M-V/def2-TZVPD", "e_lumo_ev": 0.1, "fmax_ev_per_a": 3.679, "relative_energy_ev": 0.270, "gap_ev": 9.849, "smiles": "CS(=O)(=O)[SiH](Cl)Cl", "molar_mass_da": 179.1, "e_tot_ev": -48955.770, "species": ["C", "O", "O", "Si", "S", "Cl", "Cl", "H", "H", "H", "H"], "xyz": [[-1.062193, -0.632704, -0.891068], [0.230197, 1.612569, -1.239812], [1.580344, -0.410021, -1.333699], [0.735827, 0.319711, 1.517783], [0.408264, 0.273720, -0.753034], [-0.028233, 2.110489, 1.957324], [2.648836, -0.010699, 1.808950], [-0.945873, -1.683536, -0.739784], [-1.745773, -0.299723, -0.086449], [-1.661735, -0.537327, -1.859277], [-0.159661, -0.742477, 1.619065]], "atomic_forces_ev_per_a": [[-2.864, -0.215, -0.981], [-0.987, 0.759, -0.213], [-1.583, -0.280, 0.576], [-0.426, 0.802, -2.531], [3.664, 0.303, -0.135], [-0.010, 0.321, 0.601], [0.842, -0.079, 0.475], [0.613, -0.717, 0.156], [0.336, 0.145, -0.353], [1.285, 0.344, 1.068], [-0.871, -1.384, 1.336]]}

Record 4
{"formula": "CH4Cl2OP", "method": "ωB97M-V/def2-TZVPD", "e_lumo_ev": [-9.1, -9.9], "fmax_ev_per_a": 3.526, "relative_energy_ev": 4.622, "gap_ev": [4.643, 3.446], "total_charge": 1, "molar_mass_da": 133.9, "e_tot_ev": -37473.034, "species": ["C", "O", "P", "Cl", "Cl", "H", "H", "H", "H"], "xyz": [[-1.254886, 0.147316, -0.815652], [2.138318, 0.645422, -0.523443], [2.058874, 2.054399, 0.238093], [3.967543, 2.643234, -0.097373], [0.990218, 2.979752, -1.163777], [-2.157214, -0.285849, -0.429560], [-0.418944, -0.445167, -0.406206], [-1.074278, 1.109148, -1.179952], [2.849441, 0.097455, -0.342293]], "atomic_forces_ev_per_a": [[1.063, -1.826, 2.823], [-2.926, 0.633, -0.913], [1.012, -0.078, 1.161], [0.139, 0.400, 0.057], [-0.786, 0.692, -0.882], [-1.103, 0.196, -0.708], [0.182, 0.312, -0.947], [-0.025, 1.389, -1.251], [2.445, -1.718, 0.660]]}

Record 5
{"formula": "CH4Cl2Si", "method": "ωB97M-V/def2-TZVPD", "e_lumo_ev": [-0.1, -0.8], "fmax_ev_per_a": 2.292, "relative_energy_ev": 4.424, "gap_ev": [7.834, 8.337], "molar_mass_da": 115.0, "e_tot_ev": -34023.064, "species": ["C", "Si", "Cl", "Cl", "H", "H", "H", "H"], "xyz": [[-0.709533, -0.619707, -0.539439], [2.426086, 0.189902, 0.524542], [3.568208, 1.657185, -0.267997], [2.886102, -1.578348, -0.224927], [-0.726580, 0.389235, -0.950255], [-0.340298, -1.532621, -1.080925], [-0.486070, -0.571506, 0.503760], [2.527020, 0.447704, 1.901395]], "atomic_forces_ev_per_a": [[1.408, -0.236, -0.413], [-1.587, 1.156, -1.182], [0.470, 0.420, -0.404], [0.682, -1.434, -0.237], [-0.259, -0.510, -0.544], [-0.635, 1.301, 0.380], [-0.330, -0.400, 0.750], [0.252, -0.297, 1.651]]}

Record 6
{"formula": "CH4ClN2O", "method": "ωB97M-V/def2-TZVPD", "e_lumo_ev": [-7.6, -7.6], "fmax_ev_per_a": 8.127, "relative_energy_ev": 6.277, "gap_ev": [8.319, 8.329], "smiles": "C[N+](=O)NCl", "total_charge": 1, "molar_mass_da": 95.5, "e_tot_ev": -18637.454, "species": ["C", "N", "N", "O", "Cl", "H", "H", "H", "H"], "xyz": [[0.735976, 0.826257, 0.066941], [-1.087610, -0.732464, -0.138949], [0.115207, -0.398114, -0.051871], [1.081739, -1.753045, 0.070324], [-2.416236, 0.369681, -0.088773], [1.511631, 0.930246, -0.703701], [1.302126, 0.858634, 1.013136], [0.019986, 1.650444, 0.019441], [-1.262816, -1.751643, -0.186550]], "atomic_forces_ev_per_a": [[0.481, 2.400, 0.226], [0.140, 1.333, 0.123], [2.535, -7.702, 0.553], [-3.746, 5.155, -0.611], [0.956, -0.791, -0.102], [-0.248, -0.295, -0.070], [-0.306, -0.290, -0.125], [0.107, -0.082, -0.016], [0.080, 0.272, 0.024]]}

Record 7
{"formula": "CH4ClN2O", "method": "ωB97M-V/def2-TZVPD", "e_lumo_ev": -6.0, "fmax_ev_per_a": 7.548, "relative_energy_ev": 0.473, "gap_ev": 10.361, "smiles": "NC(=[NH2+])OCl", "total_charge": 1, "molar_mass_da": 95.5, "e_tot_ev": -18643.258, "species": ["C", "N", "N", "O", "Cl", "H", "H", "H", "H"], "xyz": [[0.306645, 0.677260, 0.418950], [-0.037503, 0.745394, -0.954130], [0.298072, -0.422680, 1.051598], [0.727657, 1.773628, 1.051656], [0.756472, 3.264820, 0.148805], [-0.082212, -0.157328, -1.368952], [0.039456, 1.662430, -1.423898], [0.070752, -1.345060, 0.771298], [0.346044, -0.146876, 2.041418]], "atomic_forces_ev_per_a": [[-0.534, 2.756, -7.006], [1.108, 0.952, 4.288], [0.389, 0.816, 3.677], [-0.463, 0.134, -0.293], [-0.073, -1.150, 0.737], [-0.267, -0.151, -1.000], [-0.019, -1.303, 0.079], [-0.353, -0.604, -0.474], [0.211, -1.450, -0.007]]}

Record 8
{"formula": "CH4ClNO", "method": "ωB97M-V/def2-TZVPD", "e_lumo_ev": 0.5, "fmax_ev_per_a": 3.668, "relative_energy_ev": 2.730, "gap_ev": 10.284, "smiles": "OCNCl", "molar_mass_da": 81.5, "e_tot_ev": -17159.765, "species": ["C", "N", "O", "Cl", "H", "H", "H", "H"], "xyz": [[-0.373008, 0.026136, -0.444151], [0.820769, -0.396690, 0.540053], [-1.634039, 0.277358, 0.101379], [2.315180, -0.375890, -0.360333], [-0.267073, -0.822196, -1.111770], [0.073979, 0.951276, -0.996591], [0.828360, 0.345158, 1.188774], [-1.764168, -0.005153, 1.082641]], "atomic_forces_ev_per_a": [[3.603, 0.646, -0.238], [-2.431, -0.463, -1.296], [0.349, -0.669, 2.375], [-0.695, 0.238, 0.336], [-1.018, -0.091, -0.377], [-1.379, -1.276, 0.890], [0.793, 1.199, 1.000], [0.779, 0.416, -2.691]]}